Record 1
{
  "formula": "H41O21",
  "method": "the ωB97M-V functional and the def2-TZVPD basis",
  "elements": ["O", "H", "H", "O", "H", "H", "O", "H", "H", "O", "H", "H", "O", "H", "H", "O", "H", "H", "O", "H", "H", "O", "H", "H", "O", "H", "H", "O", "H", "H", "O", "H", "H", "O", "H", "H", "O", "H", "H", "O", "H", "H", "O", "H", "H", "O", "H", "O", "H", "H", "O", "H", "H", "O", "H", "H", "O", "H", "H", "O", "H", "H"],
  "positions_angstrom": [[3.0158, 1.0032, 0.1851], [2.2625, -1.1352, -1.4704], [3.8610, 0.9018, -0.2420], [2.1856, -0.3599, -2.0554], [1.0055, -3.7581, -2.6018], [3.9391, -0.0876, -3.0980], [-3.6126, -0.2870, 3.7843], [2.1110, -2.9341, 0.1808], [-0.3610, -1.3025, -0.7075], [2.8781, -2.8190, -0.3455], [-0.6823, -0.3491, 0.6841], [2.3913, -1.0278, 1.0467], [1.6914, -1.3344, 1.6494], [0.8547, -1.1136, 1.2039], [1.1462, 0.6442, 1.1368], [-3.1090, 1.8635, 2.2353], [-2.0204, -0.8041, 1.4847], [-2.9392, 1.1354, 2.8823], [-1.2049, -0.3819, 1.5963], [-0.9424, 0.8041, 4.5610], [1.5150, 0.6045, 4.4161], [-0.5534, 1.3706, -4.4793], [2.8972, -2.2816, -1.2056], [-2.6299, 1.6215, 1.4499], [-0.4455, 2.7371, 0.4088], [-0.7835, 1.9934, -5.1445], [1.8317, 0.3470, -1.5129], [0.8488, 1.3856, 1.7843], [-3.0898, -0.6192, 4.5317], [3.0570, 0.8116, -4.1367], [-0.9568, -1.7401, 3.7626], [-1.0183, 0.1892, -1.2795], [-0.2746, -2.3569, 4.1821], [1.8078, 0.3653, -5.1567], [-3.0759, -0.6013, 2.9767], [0.8832, 0.6278, -5.3609], [0.1278, -0.5549, -0.4220], [0.0616, 2.5454, 1.2799], [-1.2931, 3.0576, 0.1629], [-3.3621, 0.2177, -3.6783], [-3.3247, -0.6328, -3.2285], [-3.6254, 0.8132, -2.9463], [-1.0075, 1.7398, 4.2225], [0.4192, 2.6882, -3.1713], [1.4712, -0.5984, -4.8591], [-1.8642, 0.7500, -1.0787], [-0.0183, 0.7933, 2.1846], [3.8306, 0.7568, -3.5664], [2.8039, 1.9338, 0.1425], [-1.7388, 1.5547, -0.6363], [1.5421, -0.3155, 4.1877], [-1.9165, -3.1319, 2.5593], [1.4629, -0.6224, 3.3002], [-2.7120, -2.9753, 2.0266], [0.3130, 2.4156, -1.5980], [-3.3652, -2.7588, 2.7761], [0.4730, 3.1380, -2.2578], [-1.3316, 0.9541, -4.0576], [-1.6754, 1.7343, 3.5131], [1.4061, -2.9434, -2.7480], [1.3642, -2.0565, -2.3007], [-0.5246, -1.6147, 2.8475]],
  "forces_ev_per_a": [[-0.1, -0.3, 0.4], [-0.6, 1.9, 0.4], [0.4, 0.0, -0.4], [0.4, -1.7, -0.7], [-1.4, -1.1, 1.5], [-0.9, 0.8, -0.8], [1.2, -1.0, -1.4], [-1.6, 0.7, 0.0], [-0.5, -1.6, -0.5], [3.2, 0.6, -2.1], [-0.3, 0.0, -0.6], [-0.3, 0.0, 0.3], [0.0, -0.5, 0.5], [0.3, -0.2, -0.7], [-0.3, 2.5, 1.2], [-0.1, -0.1, 1.0], [-1.7, -1.2, -0.7], [-1.0, 0.7, -0.9], [1.7, 1.1, 1.1], [-0.1, 1.3, -0.8], [-0.2, 0.5, -1.1], [0.4, -1.0, 1.0], [-0.5, -2.4, 2.5], [0.5, -0.3, -0.5], [1.4, -0.1, -1.1], [-1.0, 0.7, -0.6], [-0.2, -0.1, 0.5], [-1.9, -4.7, 1.3], [0.0, 0.1, -0.3], [-0.3, -0.8, 0.3], [2.5, -2.1, -0.6], [-0.9, 2.1, 1.5], [-1.3, 1.5, -0.3], [-2.6, -3.9, -0.1], [-1.2, 0.4, 2.0], [0.7, 0.8, 0.3], [0.9, 0.5, 0.3], [-1.5, -0.1, -1.0], [-0.7, 1.2, 1.1], [-0.3, 0.4, 0.4], [0.1, 0.0, 0.0], [0.5, -0.3, -0.4], [0.1, -1.4, 0.6], [0.1, 0.7, 2.3], [1.9, 2.8, -0.6], [-1.4, -2.7, -2.6], [3.1, 2.7, -1.2], [2.3, 0.7, 0.3], [-0.1, 0.5, 0.1], [1.4, 1.1, 0.8], [0.3, -1.2, 2.9], [0.0, 0.2, -0.2], [0.3, 0.8, -1.5], [-1.6, 0.2, 1.8], [0.0, 1.0, -0.6], [1.2, -0.5, -1.8], [-0.1, -1.6, -1.5], [-0.1, 0.5, -0.5], [0.5, 0.3, 0.4], [2.2, 3.1, -2.0], [-1.5, -1.8, -0.4], [-1.3, 0.5, 1.6]],
  "nbo_charge": [-0.97, 0.42, 0.48, -0.94, 0.49, 0.47, -0.95, 0.50, 0.44, -0.97, 0.50, 0.51, -1.01, 0.50, 0.51, -0.96, 0.48, 0.47, -1.07, 0.48, 0.49, -0.99, 0.47, 0.48, -1.07, 0.48, 0.52, -1.02, 0.49, 0.50, -1.00, 0.51, 0.48, -0.97, 0.48, 0.49, -1.18, 0.54, 0.47, -0.96, 0.48, 0.49, -0.97, 0.48, 0.48, -1.06, 0.53, -1.00, 0.50, 0.47, -1.01, 0.49, 0.50, -0.96, 0.49, 0.47, -0.99, 0.53, 0.47, -1.03, 0.52, 0.51],
  "spin_multiplicity": 1,
  "e_tot_ha": -1604.54976,
  "e_lumo_ev": 2.18,
  "relative_energy_kj_mol": 612.7,
  "total_charge": -1,
  "largest_force_ha_per_bohr": 0.1020,
  "e_homo_ev": -6.951,
  "orbital_gap_ev": 9.13
}



Record 2
{
  "formula": "C2H7O2",
  "method": "the ωB97M-V functional and the def2-TZVPD basis",
  "elements": ["C", "O", "C", "H", "H", "H", "H", "H", "H", "H", "O"],
  "positions_angstrom": [[0.2959, -0.6701, -0.0689], [0.2868, 0.3746, -0.9759], [1.0094, -0.1795, 1.3260], [0.8704, -1.5028, -0.4643], [-0.7956, -0.9795, 0.3106], [0.6221, -0.6867, 2.2158], [0.7725, 0.8892, 1.4394], [2.1238, -0.1738, 1.1714], [-1.0146, 0.7381, -1.2147], [-2.0911, 1.1077, -2.3183], [-2.0795, 1.0829, -1.4209]],
  "forces_ev_per_a": [[-1.0, 2.1, 1.9], [-0.5, -0.8, 0.4], [0.1, 0.3, -1.8], [-0.1, -0.8, 0.1], [1.8, 0.1, -1.0], [0.5, -0.3, 0.0], [-0.2, -0.3, -0.1], [-0.9, -0.5, 0.5], [-0.6, 0.4, 0.0], [-0.2, 0.1, -4.1], [1.0, -0.5, 4.1]],
  "nbo_charge": [-0.02, -0.91, -0.67, 0.11, 0.10, 0.17, 0.20, 0.18, 0.50, 0.42, -1.09],
  "spin_multiplicity": 1,
  "e_tot_ha": -230.86490,
  "e_lumo_ev": 4.71,
  "relative_energy_kj_mol": 51.9,
  "total_charge": -1,
  "largest_force_ha_per_bohr": 0.0829,
  "e_homo_ev": -3.318,
  "orbital_gap_ev": 8.02
}



Record 3
{
  "formula": "C15H30F6Hf2O9P2",
  "method": "the ωB97M-V functional and the def2-TZVPD basis",
  "elements": ["Hf", "Hf", "F", "F", "O", "P", "O", "F", "F", "O", "P", "O", "F", "F", "C", "C", "O", "C", "H", "H", "H", "H", "H", "H", "C", "C", "O", "C", "H", "H", "H", "H", "H", "H", "C", "C", "O", "C", "H", "H", "H", "H", "H", "H", "C", "C", "O", "C", "H", "H", "H", "H", "H", "H", "C", "C", "O", "C", "H", "H", "H", "H", "H", "H"],
  "positions_angstrom": [[-7.5947, 3.9134, -16.1645], [-9.9062, 3.8701, -21.8988], [-7.7437, 4.1585, -22.2699], [-9.7478, 3.5283, -15.8473], [-9.2647, 5.1469, -20.1569], [-8.9126, 5.9323, -18.9358], [-8.2804, 5.2468, -17.7666], [-10.2014, 6.6934, -18.4112], [-8.0453, 7.1695, -19.2852], [-8.1279, 2.6285, -17.9454], [-8.4119, 1.7971, -19.1621], [-8.9805, 2.4958, -20.3717], [-9.2501, 0.5322, -18.8161], [-7.0945, 1.0973, -19.6043], [-12.2197, 2.1301, -17.8650], [-12.0241, 3.5016, -18.4750], [-11.2267, 3.6698, -19.4057], [-12.8881, 4.5939, -17.9262], [-13.2321, 1.7549, -18.0155], [-11.9555, 2.1973, -16.8085], [-11.5459, 1.3931, -18.3007], [-13.8721, 4.5620, -18.4048], [-12.5662, 5.6149, -18.1319], [-13.0334, 4.4948, -16.8516], [-7.5126, 0.2401, -13.4834], [-7.6652, 0.3965, -14.9815], [-7.9060, 1.4676, -15.5420], [-7.3137, -0.8301, -15.7709], [-8.1578, -0.6137, -13.2461], [-7.9186, 1.0295, -12.8549], [-6.5044, -0.1172, -13.2725], [-6.3588, -0.7530, -16.2892], [-8.1252, -1.0755, -16.4620], [-7.2890, -1.7476, -15.1828], [-3.2464, 2.3751, -15.6154], [-4.4229, 2.0721, -16.5539], [-5.5431, 2.5257, -16.2642], [-4.2677, 1.0011, -17.5946], [-2.5971, 3.0802, -16.1384], [-2.6989, 1.4827, -15.3211], [-3.7445, 2.8394, -14.7661], [-3.6749, 0.1732, -17.2045], [-3.7875, 1.2096, -18.5510], [-5.3008, 0.7430, -17.8307], [-4.7848, 5.9503, -19.6298], [-5.1545, 4.4519, -19.5467], [-6.0060, 4.0775, -18.7239], [-4.6173, 3.4383, -20.5448], [-3.7055, 6.0726, -19.7023], [-5.2028, 6.4957, -18.7861], [-5.2718, 6.3576, -20.5186], [-3.8688, 2.7986, -20.0856], [-4.2428, 4.0323, -21.3763], [-5.5118, 2.8835, -20.8226], [-8.6298, -0.2163, -23.7003], [-8.7367, 1.2324, -23.9570], [-9.2059, 1.9900, -23.0823], [-8.3925, 1.7451, -25.3499], [-7.9856, -0.3192, -22.8206], [-8.1822, -0.6810, -24.5756], [-9.5395, -0.7624, -23.4447], [-9.1490, 1.4508, -26.0816], [-7.4686, 1.3605, -25.7843], [-8.2823, 2.8233, -25.2326]],
  "forces_ev_per_a": [[-5.1, -5.9, -5.4], [9.3, -3.0, 4.8], [-5.1, 0.0, 0.3], [4.9, 1.5, -0.2], [-0.4, -0.4, -2.0], [-1.6, 3.0, 0.6], [0.8, -0.9, 2.3], [1.7, -1.4, -0.8], [-0.4, -1.4, 0.0], [-0.1, 0.3, 0.5], [0.7, -0.2, 0.5], [-1.0, 0.6, -1.4], [0.4, 1.3, -0.2], [-0.8, 0.5, 0.2], [0.9, 0.2, -0.3], [-1.0, -0.5, 0.3], [-0.1, 0.2, -1.4], [0.1, 0.5, -0.1], [-0.2, 0.3, 0.3], [-0.4, 0.0, 0.1], [0.0, 0.1, -0.2], [-0.1, -0.5, 0.1], [0.5, -0.2, -0.1], [-0.1, -0.2, 0.0], [-1.4, -0.5, -0.8], [1.5, -0.2, 1.5], [0.2, 1.7, -0.3], [-1.1, -0.8, -0.2], [0.1, -0.2, 0.1], [0.6, 0.4, -0.2], [0.1, 0.3, 0.2], [-0.1, 0.3, -0.1], [0.2, 0.4, -0.4], [0.3, 0.3, 0.5], [-1.8, 0.4, -0.8], [1.9, -1.0, 1.1], [-1.7, 2.0, -0.2], [-1.1, 0.2, -0.1], [0.2, 0.0, 0.2], [0.0, 0.0, -0.2], [0.6, 0.2, 0.3], [-0.2, 0.0, 0.3], [0.2, 0.7, 0.2], [0.2, -0.6, -0.2], [-0.3, -1.4, 0.1], [-0.6, 0.9, 0.6], [0.7, 0.0, 0.2], [-0.8, 1.5, 0.4], [0.0, 0.2, -0.1], [0.2, -0.1, 0.2], [0.3, -0.1, -0.3], [0.1, 0.1, -0.2], [0.3, -0.5, -0.2], [0.3, -0.3, -0.2], [0.7, -0.1, 0.1], [-0.6, -0.8, -2.2], [-1.7, 2.6, 1.3], [0.3, 0.7, 1.4], [0.2, -0.2, -0.1], [0.1, -0.2, 0.2], [-0.3, 0.5, 0.0], [-0.4, 0.1, 0.2], [0.1, -0.3, 0.4], [-0.2, 0.1, -0.6]],
  "lowdin_charge": [2.33, 2.37, -0.40, -0.42, -0.37, 0.37, -0.37, -0.04, -0.01, -0.36, 0.36, -0.36, -0.02, -0.04, 0.02, -0.42, -0.08, 0.02, 0.12, 0.10, 0.07, 0.12, 0.08, 0.11, 0.03, -0.40, -0.10, 0.02, 0.12, 0.10, 0.12, 0.09, 0.10, 0.11, 0.05, -0.36, -0.12, 0.04, 0.12, 0.11, 0.09, 0.12, 0.10, 0.07, 0.02, -0.39, -0.08, 0.03, 0.10, 0.08, 0.10, 0.09, 0.10, 0.07, 0.04, -0.36, -0.14, 0.05, 0.12, 0.11, 0.13, 0.13, 0.12, 0.09],
  "spin_multiplicity": 1,
  "e_tot_ha": -2643.55892,
  "e_lumo_ev": -14.40,
  "total_charge": 4,
  "largest_force_ha_per_bohr": 0.2120,
  "e_homo_ev": -20.266,
  "orbital_gap_ev": 5.87
}



Record 4
{
  "formula": "C4H4N2O2",
  "method": "the ωB97M-V functional and the def2-TZVPD basis",
  "elements": ["C", "C", "C", "C", "H", "H", "H", "H", "N", "N", "O", "O"],
  "positions_angstrom": [[-1.5903, -0.1966, -0.1159], [1.0330, 1.0619, 0.1728], [0.5935, -0.2710, 0.5815], [-0.3582, -0.7893, -0.5055], [2.1303, 1.3299, 0.2504], [0.4029, -0.3094, 1.6979], [1.3185, -1.7343, -0.6196], [-0.3911, -0.2852, -1.5721], [0.1148, 1.8259, -0.1450], [0.6213, -1.6339, 0.0034], [-2.6706, -0.2177, 0.3819], [-1.2041, 1.2198, -0.1295]],
  "forces_ev_per_a": [[-2.0, 2.7, 3.6], [3.6, -2.2, 0.6], [0.1, -1.5, 0.7], [-0.5, 1.5, -2.2], [-1.6, 0.5, -0.2], [-0.5, 0.0, -1.5], [2.9, -0.8, -2.9], [1.7, -1.2, 1.7], [-2.6, 1.2, -1.0], [-1.9, 0.0, 3.0], [0.2, -2.3, -1.0], [0.6, 2.1, -0.7]],
  "nbo_charge": [0.75, 0.00, -0.15, -0.18, 0.22, 0.24, 0.37, 0.24, -0.05, -0.51, -0.48, -0.45],
  "spin_multiplicity": 1,
  "e_tot_ha": -414.59352,
  "e_lumo_ev": 0.55,
  "smiles": "O=C1ON=C[C@@H]2N[C@@H]12",
  "relative_energy_kj_mol": 663.4,
  "total_charge": 0,
  "largest_force_ha_per_bohr": 0.0961,
  "e_homo_ev": -10.084,
  "orbital_gap_ev": 10.64
}



Record 5
{
  "formula": "C12H5NO5Pd",
  "method": "the ωB97M-V functional and the def2-TZVPD basis",
  "elements": ["O", "C", "Pd", "O", "C", "C", "O", "C", "O", "C", "O", "N", "C", "C", "C", "C", "C", "C", "C", "H", "H", "H", "H", "H"],
  "positions_angstrom": [[-0.4214, -0.4552, -6.7249], [-0.3482, -0.3791, -5.5874], [-0.1738, -0.1980, -2.8842], [2.1979, 1.9217, -2.9699], [1.3451, 1.1583, -3.0109], [-1.6848, -1.5466, -2.6330], [-2.5188, -2.2909, -2.3852], [1.1894, -1.7148, -2.8067], [1.9548, -2.5520, -2.6559], [-1.5302, 1.3260, -2.8349], [-2.2773, 2.1825, -2.6999], [-0.0297, -0.0503, -0.7548], [0.0501, 0.0300, 0.3993], [0.1306, 0.1235, 1.8189], [0.6793, 1.2835, 2.4047], [0.7380, 1.3732, 3.7951], [0.2552, 0.3150, 4.5778], [-0.2850, -0.8399, 3.9950], [-0.3502, -0.9435, 2.6061], [1.0421, 2.0827, 1.7507], [1.1575, 2.2656, 4.2420], [0.3006, 0.3917, 5.6581], [-0.6571, -1.6597, 4.5962], [-0.7639, -1.8237, 2.1040]],
  "forces_ev_per_a": [[0.2, 0.2, 3.5], [-0.2, -0.2, -3.1], [0.0, 0.0, -0.4], [-2.9, -2.6, -0.1], [4.6, 4.1, -0.2], [-4.5, -4.0, 0.9], [2.8, 2.5, -0.8], [4.1, -4.5, 0.4], [-2.6, 2.8, -0.4], [-4.0, 4.6, 0.3], [2.5, -2.9, -0.4], [0.1, 0.1, 1.1], [-0.1, 0.0, -0.2], [0.0, 0.0, 0.2], [0.0, -0.1, 0.0], [-0.2, -0.3, -0.6], [0.0, 0.0, -0.3], [0.1, 0.3, -0.7], [0.0, 0.0, 0.0], [-0.1, -0.2, 0.4], [-0.1, -0.1, 0.1], [0.0, 0.0, -0.1], [0.1, 0.1, 0.1], [0.1, 0.3, 0.4]],
  "mulliken_spin": [-0.02, 0.10, 1.21, -0.01, 0.16, 0.16, -0.01, 0.16, -0.01, 0.16, -0.01, 0.20, -0.06, 0.00, 0.00, 0.00, 0.00, 0.00, 0.00, 0.00, 0.00, 0.00, 0.00, 0.00],
  "spin_multiplicity": 3,
  "e_tot_ha": -1018.40243,
  "e_lumo_ev": [-8.18, -10.42],
  "total_charge": 2,
  "largest_force_ha_per_bohr": 0.1198,
  "e_homo_ev": [-15.683, -15.687],
  "orbital_gap_ev": [7.51, 5.27],
  "s2": 2.01
}



Record 6
{
  "formula": "C2H7NO4",
  "method": "the ωB97M-V functional and the def2-TZVPD basis",
  "elements": ["O", "C", "N", "C", "O", "H", "H", "H", "H", "H", "O", "H", "H", "O"],
  "positions_angstrom": [[-2.5535, 0.6789, -1.3965], [-1.6363, 0.1837, -0.8029], [-0.3755, -0.0943, -1.3141], [0.0654, 0.1803, -2.6095], [-0.6168, 0.0930, -3.5898], [-1.7390, -0.1494, 0.2428], [0.3886, -0.2336, -0.6623], [1.1207, 0.4287, -2.7147], [0.1620, 0.1147, 2.4347], [-0.9999, -0.4517, 3.2748], [-0.7934, 0.1636, 2.5666], [2.4326, 0.3984, 1.7943], [2.6278, -0.9863, 1.3774], [1.9173, -0.3261, 1.3992]],
  "forces_ev_per_a": [[0.3, 0.0, -0.2], [-0.7, -0.4, 0.4], [1.0, 0.4, -0.3], [-0.7, -0.4, -0.6], [-0.2, 0.2, 0.0], [0.3, 0.1, 0.0], [-0.4, 0.0, 0.3], [0.5, 0.0, 0.5], [-0.1, -0.3, 0.0], [0.1, 0.0, 0.0], [0.0, 0.2, -0.1], [-0.5, 0.2, -0.2], [-0.5, -0.3, -0.2], [1.1, 0.2, 0.3]],
  "nbo_charge": [-0.53, 0.53, -0.68, 0.53, -0.51, 0.14, 0.41, 0.11, 0.48, 0.47, -0.96, 0.48, 0.48, -0.95],
  "spin_multiplicity": 1,
  "e_tot_ha": -436.12275,
  "e_lumo_ev": -0.10,
  "smiles": "O=CNC=O.O.O",
  "relative_energy_kj_mol": 80.6,
  "total_charge": 0,
  "largest_force_ha_per_bohr": 0.0231,
  "e_homo_ev": -9.669,
  "orbital_gap_ev": 9.57
}